# 1
{"formula": "C20H38BrF12NO4P2SSb", "method": "ωB97M-V with the def2-TZVPD basis set", "species": ["C", "C", "C", "C", "C", "C", "C", "C", "C", "C", "Sb", "C", "C", "C", "C", "C", "F", "F", "C", "F", "F", "S", "F", "F", "F", "F", "F", "C", "C", "C", "F", "F", "F", "C", "O", "N", "O", "P", "O", "P", "O", "Br", "H", "H", "H", "H", "H", "H", "H", "H", "H", "H", "H", "H", "H", "H", "H", "H", "H", "H", "H", "H", "H", "H", "H", "H", "H", "H", "H", "H", "H", "H", "H", "H", "H", "H", "H", "H", "H", "H"], "coordinates": [[-1.210, -4.926, 0.199], [-0.288, -5.170, -1.001], [-0.991, -5.022, -2.368], [-0.209, -4.150, -3.357], [-0.285, -2.647, -3.013], [-1.153, -1.857, -4.002], [-1.696, -0.513, -3.489], [-0.619, 0.394, -2.894], [-1.111, 1.620, -2.084], [-0.346, 1.839, -0.768], [-1.214, 1.324, 1.198], [0.302, 2.586, 2.221], [1.797, 2.324, 1.969], [2.387, 3.125, 0.790], [3.364, 2.331, -0.088], [4.794, 2.382, 0.408], [5.406, 3.519, -0.044], [4.907, 2.430, 1.757], [5.708, 1.226, -0.133], [5.400, 1.051, -1.414], [6.980, 1.585, -0.063], [5.609, -0.471, 0.749], [6.991, -0.896, 0.076], [4.825, -1.141, -0.463], [4.227, -0.114, 1.430], [6.393, 0.156, 1.985], [5.592, -1.863, 1.495], [-2.153, 0.685, 3.126], [-3.476, 1.378, 3.431], [-4.250, 0.760, 4.563], [-3.514, 0.535, 5.652], [-5.274, 1.551, 4.962], [-4.821, -0.407, 4.232], [-2.485, 3.171, 1.070], [-3.784, 2.893, 0.501], [-4.284, 3.961, -0.202], [-5.360, 3.729, -0.625], [-3.108, -0.123, 0.100], [-2.531, -1.385, -0.495], [0.041, -1.025, 1.314], [1.341, -0.680, 0.329], [1.014, -0.846, 3.402], [-1.935, -5.743, 0.305], [-1.761, -3.988, 0.088], [-0.642, -4.864, 1.134], [0.565, -4.483, -0.946], [0.136, -6.180, -0.917], [-1.180, -6.010, -2.807], [-1.977, -4.565, -2.203], [-0.602, -4.317, -4.369], [0.841, -4.471, -3.363], [-0.684, -2.515, -2.002], [0.728, -2.224, -2.999], [-2.001, -2.480, -4.312], [-0.561, -1.674, -4.913], [-2.499, -0.682, -2.766], [-2.148, 0.008, -4.348], [0.072, -0.190, -2.275], [-0.020, 0.777, -3.734], [-2.198, 1.587, -1.941], [-0.933, 2.511, -2.703], [0.642, 1.377, -0.870], [-0.174, 2.911, -0.620], [0.090, 3.629, 1.938], [0.086, 2.518, 3.293], [1.989, 1.265, 1.818], [2.367, 2.589, 2.870], [2.903, 4.014, 1.178], [1.594, 3.497, 0.143], [3.408, 2.740, -1.104], [3.032, 1.295, -0.181], [-2.318, -0.397, 3.014], [-1.443, 0.813, 3.946], [-4.146, 1.365, 2.566], [-3.313, 2.420, 3.725], [-1.961, 3.889, 0.429], [-2.628, 3.630, 2.054], [-3.964, 0.563, -0.799], [-4.069, -0.420, 1.104], [1.787, -1.512, 0.113]], "forces_ev_per_a": [[0.02, -0.04, 0.00], [-0.05, -0.10, 0.12], [-0.12, 0.05, 0.08], [0.02, -0.03, 0.07], [0.05, 0.01, 0.00], [0.04, 0.17, -0.07], [-0.09, 0.10, -0.20], [0.14, 0.11, -0.06], [0.08, 0.08, -0.22], [0.13, 0.08, -0.42], [0.35, 0.61, 0.52], [0.19, 0.22, 0.03], [0.16, 0.16, 0.06], [0.18, 0.15, 0.14], [0.00, 0.06, -0.13], [0.12, -0.29, 0.15], [-0.09, 0.06, -0.08], [-0.08, -0.04, 0.03], [-0.41, 0.04, 0.29], [-0.02, -0.18, -0.55], [0.51, 0.21, 0.13], [-0.12, 0.12, 0.21], [-0.06, 0.04, -0.05], [0.02, 0.06, 0.04], [0.08, -0.04, -0.02], [-0.06, -0.14, -0.13], [-0.01, 0.10, -0.01], [-0.19, -0.24, 0.04], [0.16, 0.09, -0.02], [-0.29, 0.15, -0.22], [0.43, -0.07, 0.46], [-0.15, 0.33, 0.01], [0.01, -0.50, -0.22], [0.15, 0.16, -0.03], [-0.07, 0.02, 0.04], [-0.17, -0.06, -0.03], [0.21, 0.03, 0.05], [-0.02, -0.30, -0.18], [0.11, -0.14, -0.10], [-0.10, -0.29, -0.04], [0.14, -0.20, -0.12], [0.04, 0.05, 0.06], [0.04, 0.13, -0.06], [0.07, -0.03, 0.00], [-0.06, -0.04, -0.12], [-0.13, 0.03, -0.04], [0.05, 0.16, -0.05], [0.05, 0.10, 0.07], [0.12, -0.03, -0.08], [0.13, 0.05, 0.06], [-0.14, -0.08, -0.07], [-0.06, 0.00, 0.01], [-0.16, 0.00, 0.00], [0.05, 0.05, 0.07], [-0.09, -0.09, 0.08], [0.23, -0.11, 0.06], [-0.04, -0.05, 0.16], [-0.22, 0.02, 0.05], [0.10, -0.14, 0.17], [0.10, -0.12, 0.08], [-0.19, -0.09, 0.06], [-0.09, 0.02, 0.23], [-0.09, -0.11, 0.03], [-0.12, -0.14, 0.01], [-0.02, -0.11, -0.15], [-0.07, -0.08, -0.05], [-0.10, -0.10, -0.09], [-0.13, -0.06, -0.12], [0.01, -0.08, 0.03], [-0.05, -0.05, 0.14], [-0.01, 0.01, 0.08], [0.04, 0.14, 0.00], [-0.04, 0.03, -0.12], [0.03, 0.14, 0.10], [-0.05, -0.09, -0.10], [-0.10, -0.10, 0.04], [0.02, -0.03, -0.08], [-0.12, -0.03, -0.01], [-0.14, 0.09, -0.01], [-0.05, 0.20, 0.00]], "lumo_ev": 2.1442, "charge": -1, "spin_multiplicity": 1, "e_homo_ha": -0.1670, "total_energy_ev": -169636.86036, "orbital_gap_ev": 6.69, "largest_force_ev_per_a": 0.9}



# 2
{"formula": "C20H38Cl3FeN2O4Si", "method": "ωB97M-V with the def2-TZVPD basis set", "species": ["C", "C", "H", "H", "H", "C", "C", "H", "H", "H", "H", "Fe", "Cl", "Cl", "H", "H", "C", "C", "N", "H", "C", "O", "H", "H", "H", "H", "H", "H", "C", "C", "N", "H", "C", "O", "H", "H", "H", "H", "O", "C", "C", "C", "H", "C", "H", "C", "H", "C", "C", "H", "H", "H", "Si", "Cl", "C", "C", "C", "H", "H", "H", "H", "H", "H", "H", "H", "H", "O", "H", "H"], "coordinates": [[2.453, -2.208, -2.141], [2.553, -0.728, -2.317], [2.863, -2.758, -2.990], [1.395, -2.477, -2.004], [2.985, -2.524, -1.233], [2.824, -0.117, -3.483], [3.082, -0.847, -4.756], [2.879, 0.972, -3.546], [2.493, -1.772, -4.816], [4.143, -1.110, -4.878], [2.816, -0.211, -5.608], [-0.149, -0.279, 0.739], [1.342, -0.516, 2.469], [-2.280, -0.096, 1.442], [-3.605, 2.482, 5.650], [-2.008, 0.499, 6.796], [-3.670, 1.742, 4.844], [-2.259, -0.016, 5.850], [-2.467, 0.941, 4.774], [-3.826, 2.241, 3.888], [-1.431, 1.343, 3.996], [-1.387, 2.416, 3.376], [-1.437, -0.695, 5.586], [-0.614, 0.587, 3.948], [-4.511, 1.076, 5.059], [-3.177, -0.597, 6.010], [-0.595, -0.485, -2.923], [0.159, 1.727, -4.516], [-1.526, 0.092, -2.856], [-0.877, 2.010, -4.256], [-1.225, 1.509, -2.934], [-2.032, -0.111, -1.914], [-1.461, 2.340, -1.870], [-1.747, 1.950, -0.743], [-0.958, 3.104, -4.272], [-1.358, 3.418, -2.136], [-2.171, -0.181, -3.699], [-1.553, 1.581, -5.009], [0.869, -0.048, -0.821], [2.232, 0.056, -1.056], [1.955, 2.460, -1.829], [2.695, 1.504, -1.143], [0.958, 2.175, -2.198], [2.501, 3.727, -2.060], [2.790, -0.411, -0.229], [3.958, 1.820, -0.622], [1.901, 4.467, -2.586], [3.803, 4.008, -1.639], [4.526, 3.058, -0.911], [4.471, 1.041, -0.052], [4.251, 4.974, -1.866], [5.542, 3.268, -0.558], [-1.723, -3.519, 1.424], [-0.427, -2.560, -0.069], [-3.466, -3.164, 0.869], [-1.203, -2.960, 3.118], [-1.441, -5.375, 1.333], [-3.542, -2.200, 0.347], [-4.148, -3.147, 1.732], [-3.808, -3.953, 0.183], [-1.825, -5.796, 0.397], [-1.988, -5.845, 2.165], [-0.380, -5.634, 1.430], [-0.727, -1.969, 3.133], [-0.473, -3.675, 3.529], [-2.078, -2.940, 3.784], [0.307, 2.086, 1.154], [1.148, 1.953, 1.640], [-0.344, 2.294, 1.874]], "forces_ev_per_a": [[-0.20, -0.23, -0.05], [0.33, 0.96, -0.57], [-0.07, -0.02, 0.11], [0.34, -0.04, -0.04], [-0.12, 0.07, -0.13], [-0.02, -0.34, 0.73], [-0.05, -0.23, -0.53], [0.03, -0.34, 0.21], [0.19, 0.22, -0.13], [-0.14, 0.01, 0.01], [0.01, -0.17, -0.01], [0.32, 1.66, -0.27], [0.61, -0.31, 0.74], [-0.78, -0.27, 0.37], [-0.06, 0.08, -0.09], [-0.07, -0.17, -0.22], [0.10, -0.08, 0.11], [0.11, 0.05, -0.25], [0.03, 0.17, 0.22], [0.06, -0.01, 0.10], [0.37, 0.54, -0.57], [-0.29, -1.20, 0.91], [-0.23, 0.17, 0.08], [-0.22, 0.48, 0.03], [0.01, 0.09, -0.08], [0.25, 0.06, -0.09], [-0.19, -0.01, 0.20], [-0.28, 0.08, 0.02], [0.41, -0.01, 0.00], [0.17, -0.02, 0.46], [-0.47, 0.45, -0.37], [0.14, -0.04, 0.02], [-0.21, -0.79, 0.92], [0.08, 0.81, -1.70], [0.04, -0.22, -0.02], [0.06, -0.32, 0.10], [-0.08, 0.02, 0.05], [0.10, 0.16, 0.12], [0.21, -0.08, -0.77], [-0.65, 0.36, 0.42], [-0.12, 0.22, -0.06], [0.48, -0.46, 0.17], [0.67, 0.20, 0.31], [-0.04, -0.47, 0.11], [0.16, 0.01, 0.05], [-0.47, 0.11, -0.58], [0.22, -0.02, 0.05], [-0.03, 0.00, 0.08], [0.11, -0.07, 0.23], [0.04, 0.36, -0.16], [-0.08, -0.14, 0.08], [-0.39, 0.09, -0.15], [0.47, 0.48, -0.59], [-0.81, -1.74, 0.57], [-0.34, -0.02, -0.23], [0.21, 0.09, 0.28], [0.07, -0.02, -0.12], [0.09, -0.27, 0.33], [0.15, 0.05, -0.19], [0.10, 0.10, 0.17], [0.10, 0.04, 0.12], [0.11, 0.10, -0.16], [-0.20, 0.05, 0.00], [-0.23, -0.30, -0.11], [-0.19, 0.14, -0.10], [0.10, 0.00, -0.12], [0.19, 0.08, 0.88], [-0.62, -0.01, -0.34], [0.41, -0.12, -0.51]], "lumo_ev": [2.7862, 2.7837], "charge": -1, "spin_multiplicity": 5, "e_homo_ha": [-0.1729, -0.1516], "total_energy_ev": -112366.16617, "orbital_gap_ev": [7.49, 6.91], "largest_force_ev_per_a": 2.0}



# 3
{"formula": "C20H38F6N2O18S2V", "method": "ωB97M-V with the def2-TZVPD basis set", "species": ["O", "V", "O", "C", "F", "F", "F", "S", "O", "O", "O", "C", "F", "F", "F", "S", "O", "O", "O", "C", "C", "O", "C", "O", "O", "H", "H", "H", "H", "C", "C", "O", "C", "O", "O", "H", "H", "H", "H", "C", "O", "C", "C", "N", "C", "C", "O", "C", "H", "H", "H", "H", "H", "H", "H", "H", "H", "H", "H", "H", "H", "H", "H", "C", "O", "C", "C", "N", "C", "C", "O", "C", "H", "H", "H", "H", "H", "H", "H", "H", "H", "H", "H", "H", "H", "H", "H"], "coordinates": [[0.458, -0.570, -1.652], [1.310, -0.655, -0.258], [2.203, 0.658, -0.149], [-2.727, 0.178, -0.427], [-2.119, -0.809, -1.110], [-2.732, 1.270, -1.178], [-4.010, -0.196, -0.250], [-1.825, 0.374, 1.214], [-2.227, -0.777, 2.022], [-0.433, 0.361, 0.773], [-2.252, 1.658, 1.748], [5.534, -2.755, -0.266], [5.445, -2.714, 1.072], [6.011, -1.604, -0.698], [6.324, -3.761, -0.608], [3.813, -3.066, -0.968], [3.095, -1.790, -0.833], [4.107, -3.381, -2.357], [3.216, -4.100, -0.151], [-1.611, 0.528, -4.246], [-1.599, 0.242, -5.746], [-3.007, 0.021, -5.991], [-3.716, 0.025, -4.869], [-4.898, -0.110, -4.797], [-2.911, 0.199, -3.790], [-1.453, 1.587, -4.034], [-0.785, 0.010, -3.756], [-1.024, -0.621, -6.069], [-1.301, 1.162, -6.244], [0.966, -2.666, -3.863], [1.099, -4.088, -4.469], [0.376, -3.915, -5.698], [0.167, -2.602, -5.977], [-0.358, -2.207, -6.971], [0.603, -1.853, -4.977], [1.898, -2.224, -3.522], [0.168, -2.659, -3.125], [0.502, -4.691, -3.795], [2.136, -4.386, -4.592], [-4.924, 6.274, 3.627], [-3.596, 5.835, 3.847], [-2.782, 6.855, 4.372], [-1.327, 6.444, 4.176], [-1.055, 5.069, 4.620], [0.428, 4.908, 4.515], [0.910, 4.746, 3.086], [0.049, 3.883, 2.398], [0.706, 3.397, 1.238], [-4.918, 7.112, 2.921], [-5.347, 6.666, 4.562], [-5.478, 5.408, 3.277], [-3.024, 6.988, 5.439], [-2.949, 7.843, 3.922], [-0.709, 7.154, 4.754], [-1.097, 6.776, 3.162], [-1.176, 5.122, 5.630], [0.712, 3.973, 5.013], [1.029, 5.634, 5.079], [1.925, 4.324, 3.092], [1.047, 5.743, 2.637], [-0.014, 2.845, 0.646], [1.540, 2.738, 1.494], [1.081, 4.203, 0.595], [0.693, -6.384, -1.571], [0.480, -5.001, -1.408], [-0.652, -4.701, -0.631], [-0.700, -3.197, -0.309], [0.585, -2.771, 0.298], [0.461, -2.856, 1.771], [1.696, -2.340, 2.489], [1.955, -1.041, 1.977], [3.063, -0.312, 2.489], [-0.027, -6.785, -2.298], [0.619, -6.957, -0.647], [1.643, -6.538, -2.081], [-0.556, -5.145, 0.367], [-1.581, -5.000, -1.123], [-1.490, -3.052, 0.429], [-1.046, -2.657, -1.189], [1.299, -3.478, 0.108], [0.281, -3.906, 2.014], [-0.339, -2.212, 2.145], [2.563, -2.979, 2.277], [1.574, -2.418, 3.572], [2.890, -0.314, 3.567], [3.037, 0.669, 2.019], [4.079, -0.640, 2.240]], "forces_ev_per_a": [[2.01, -0.29, 2.11], [-1.33, 1.12, -2.00], [-0.53, -0.70, -0.17], [-0.30, -0.59, 0.33], [-0.34, 0.24, -0.01], [0.30, 0.19, 0.25], [0.38, 0.17, 0.17], [-1.98, 0.71, 1.39], [0.57, 0.43, -1.07], [1.52, -0.72, -0.38], [0.49, -1.09, -0.87], [-1.82, -0.28, 0.17], [0.28, 0.09, 0.11], [0.41, 0.15, -0.14], [0.34, 0.07, -0.03], [-0.07, -0.24, -1.42], [-0.19, 0.60, 0.40], [-0.20, 0.04, 1.01], [0.48, -0.11, 0.08], [1.24, 0.52, 0.16], [-0.81, 0.62, 0.66], [0.22, -0.01, -1.08], [0.06, -0.03, 0.80], [-0.09, -0.07, -0.12], [-0.10, -0.45, -0.27], [-0.06, 0.06, -0.08], [-0.56, -0.33, 0.43], [-0.34, 0.42, 0.03], [0.04, -0.22, -0.48], [0.83, -0.27, -0.17], [-0.91, 1.76, 0.78], [0.20, -0.39, -0.53], [0.13, -1.18, 0.21], [0.16, -0.18, -0.34], [-0.25, 0.66, -0.10], [-0.12, -0.33, 0.57], [0.16, 0.35, 0.11], [0.40, -0.74, -0.31], [-0.12, -0.27, -0.30], [0.72, 0.16, 0.46], [-0.28, 0.50, -0.34], [0.12, -0.59, 0.64], [-0.61, 1.31, 0.59], [1.86, 1.30, -0.26], [-0.17, -1.76, 0.31], [0.25, 0.35, 0.39], [0.62, 0.43, -0.36], [-0.35, -0.02, -0.30], [-0.24, -0.19, -0.27], [-0.20, -0.18, 0.03], [-0.16, 0.18, -0.13], [0.04, -0.08, 0.10], [-0.09, -0.11, -0.33], [-0.10, 0.09, 0.21], [0.27, -1.33, -0.37], [-0.52, -0.26, -0.07], [-0.48, -0.12, 0.01], [-0.21, 0.60, -0.35], [0.03, -0.03, 0.22], [-0.42, -0.11, -0.49], [-0.11, -0.19, 0.14], [0.01, -0.03, 0.05], [0.07, 0.19, 0.18], [-0.29, -0.09, -1.09], [0.14, 0.10, 0.08], [0.07, 0.89, 0.91], [-0.27, -0.96, -0.49], [-0.25, 0.55, 0.62], [0.02, 0.49, 0.57], [1.05, -1.00, -0.75], [-0.24, -0.18, -0.81], [-0.17, 0.26, 0.46], [-0.33, -0.09, 0.27], [0.15, 0.12, 0.16], [0.30, 0.20, 0.48], [-0.13, -0.76, -0.20], [-0.08, -0.19, 0.07], [-0.04, 0.06, -0.01], [0.81, 0.32, 0.09], [0.08, 0.30, -0.70], [-0.07, 0.11, 0.51], [-0.37, -0.29, -0.45], [0.07, 0.02, -0.19], [-0.28, 0.66, 0.09], [0.51, 0.49, 0.06], [-0.48, 0.12, 0.39], [-0.33, -0.94, -0.04]], "lumo_ev": 1.9398, "charge": -1, "spin_multiplicity": 1, "e_homo_ha": -0.2644, "total_energy_ev": -124856.29728, "orbital_gap_ev": 9.13, "largest_force_ev_per_a": 2.9, "relative_energy_kj_mol": 0.00}